Record 1
ORCA calculation (ωB97M-V/def2-TZVPD) on a cluster of 2 separate species, C9H14O in total.

Values from the calculation:
ΔE to the lowest compared entry with this formula, charge and spin = 7.0 kcal per mole
E_HOMO = -8.3928 eV
SMILES string = Cc1ccc(O)cc1.CC
Frontier orbital gap = 9.25 eV
Molar mass = 138.2 g/mol
E_tot = -11607.3334 eV

Structure (ORCA input):
```
! wB97M-V def2-TZVPD RIJCOSX def2/J DEFGRID3
* xyz 0 1
C -0.652 1.417 2.343
C 1.733 1.259 1.493
C 0.362 1.266 1.212
C 2.640 1.081 0.472
C -0.080 1.002 -0.073
C 2.212 0.720 -0.803
C 0.856 0.680 -1.052
O 3.188 0.381 -1.696
H 2.041 1.603 2.473
H 3.706 1.183 0.625
H -1.619 1.688 1.922
H -0.350 2.149 3.086
H -1.125 0.946 -0.321
H 0.516 0.514 -2.069
H 2.808 0.226 -2.568
H -0.738 0.409 2.752
C -1.278 -2.320 -1.258
C -2.611 -1.853 -0.654
H -1.337 -2.200 -2.348
H -0.477 -1.631 -0.995
H -1.036 -3.345 -1.051
H -2.621 -2.118 0.399
H -3.476 -2.289 -1.139
H -2.663 -0.769 -0.748
*
```

List of Löwdin charges in e, atom by atom:
1. C -0.048
2. C -0.042
3. C -0.281
4. C -0.017
5. C -0.058
6. C -0.329
7. C -0.045
8. O 0.049
9. H 0.113
10. H 0.117
11. H 0.070
12. H 0.073
13. H 0.098
14. H 0.115
15. H 0.105
16. H 0.081
17. C -0.158
18. C -0.158
19. H 0.065
20. H 0.032
21. H 0.055
22. H 0.060
23. H 0.057
24. H 0.046


Record 2
ORCA calculation (ωB97M-V/def2-TZVPD) on a structure of composition C5H10O.

Values from the calculation:
ΔE to the lowest compared entry with this formula, charge and spin = 136.5 kcal per mole
E_HOMO (alpha / beta) = -7.5192 / -7.0632 eV
Frontier orbital gap (alpha / beta) = 8.13 / 7.23 eV
Molar mass = 86.1 g/mol
E_tot = -7388.8457 eV

Structure (ORCA input):
```
! wB97M-V def2-TZVPD RIJCOSX def2/J DEFGRID3
* xyz 0 1
O -1.360 -1.924 0.136
C -1.544 -0.664 -0.290
C -0.591 0.372 -0.127
C 0.228 0.675 1.208
C 1.517 0.919 0.437
C 0.836 0.064 -0.644
H -0.429 -2.045 0.377
H -0.725 -0.626 -2.204
H -2.578 -0.485 -0.561
H -0.969 1.306 -0.554
H 0.282 -0.208 1.849
H -0.218 1.508 1.759
H 1.638 1.966 0.140
H 2.444 0.553 0.881
H 1.092 -0.998 -0.490
H 0.060 -0.320 -2.145
*
```

List of Löwdin charges in e, atom by atom:
1. O 0.026
2. C -0.210
3. C -0.379
4. C -0.139
5. C -0.187
6. C -0.142
7. H 0.098
8. H 0.089
9. H 0.119
10. H 0.147
11. H 0.111
12. H 0.109
13. H 0.104
14. H 0.100
15. H 0.084
16. H 0.069


Record 3
ORCA calculation (ωB97M-V/def2-TZVPD) on the molecule C6H15FNOP.

Values from the calculation:
ΔE to the lowest compared entry with this formula, charge and spin = 107.9 kcal per mole
E_HOMO = -8.2754 eV
SMILES string = CCP(C)[C@](F)(CN)OC
Frontier orbital gap = 9.12 eV
Molar mass = 167.2 g/mol
E_tot = -22005.4336 eV

Structure (ORCA input):
```
! wB97M-V def2-TZVPD RIJCOSX def2/J DEFGRID3
* xyz 0 1
C -1.097 1.771 -1.462
C -1.497 1.686 0.113
P -0.659 0.325 1.146
C -1.973 -1.118 1.162
C 0.905 -0.412 0.362
F 1.305 -1.589 1.220
C 2.125 0.705 0.609
N 3.233 0.165 1.503
O 0.885 -0.686 -1.065
C 0.061 -1.834 -1.450
H -1.349 0.751 -2.029
H -1.722 2.597 -2.056
H 0.035 2.022 -1.640
H -1.376 2.777 0.584
H -2.671 1.472 0.158
H -1.425 -2.097 1.521
H -2.856 -0.871 1.921
H -2.355 -1.235 0.063
H 1.724 1.687 1.125
H 2.595 0.968 -0.432
H 3.692 -0.669 1.075
H 2.907 -0.008 2.478
H -1.021 -1.447 -1.778
H 0.536 -2.259 -2.460
H -0.004 -2.702 -0.670
*
```

List of Löwdin charges in e, atom by atom:
1. C -0.194
2. C -0.439
3. P 0.940
4. C -0.321
5. C -0.541
6. F -0.117
7. C -0.212
8. N -0.040
9. O -0.212
10. C -0.112
11. H 0.070
12. H 0.084
13. H 0.076
14. H 0.089
15. H 0.092
16. H 0.052
17. H 0.058
18. H 0.029
19. H 0.112
20. H 0.128
21. H 0.076
22. H 0.074
23. H 0.086
24. H 0.115
25. H 0.107


What did the second record say?
ORCA calculation (ωB97M-V/def2-TZVPD) on a structure of composition C5H10O.

Values from the calculation:
ΔE to the lowest compared entry with this formula, charge and spin = 136.5 kcal per mole
E_HOMO (alpha / beta) = -7.5192 / -7.0632 eV
Frontier orbital gap (alpha / beta) = 8.13 / 7.23 eV
Molar mass = 86.1 g/mol
E_tot = -7388.8457 eV

Structure (ORCA input):
```
! wB97M-V def2-TZVPD RIJCOSX def2/J DEFGRID3
* xyz 0 1
O -1.360 -1.924 0.136
C -1.544 -0.664 -0.290
C -0.591 0.372 -0.127
C 0.228 0.675 1.208
C 1.517 0.919 0.437
C 0.836 0.064 -0.644
H -0.429 -2.045 0.377
H -0.725 -0.626 -2.204
H -2.578 -0.485 -0.561
H -0.969 1.306 -0.554
H 0.282 -0.208 1.849
H -0.218 1.508 1.759
H 1.638 1.966 0.140
H 2.444 0.553 0.881
H 1.092 -0.998 -0.490
H 0.060 -0.320 -2.145
*
```

List of Löwdin charges in e, atom by atom:
1. O 0.026
2. C -0.210
3. C -0.379
4. C -0.139
5. C -0.187
6. C -0.142
7. H 0.098
8. H 0.089
9. H 0.119
10. H 0.147
11. H 0.111
12. H 0.109
13. H 0.104
14. H 0.100
15. H 0.084
16. H 0.069


> ΔE to the lowest compared entry with this formula, charge and spin of number 1 (C9H14O)?

7.0 kcal per mole


> The highest E_tot belongs to which entry?

C5H10O


> What is the formula in the first record?

C9H14O